{"formula": "C29H44FIO5", "method": "ωB97M-V/def2-TZVPD", "total_energy_ha": -1905.12653, "gap_ev": 9.42, "e_lumo_ev": 0.32, "smiles": "CCOCCCCC[C@@H](OCCCF)[C@H](OCC)OCCC(=O)I.c1ccccc1.c1ccccc1", "symbols": ["C", "C", "O", "C", "C", "C", "C", "C", "C", "O", "C", "C", "C", "F", "C", "O", "C", "C", "O", "C", "C", "C", "O", "I", "H", "H", "H", "H", "H", "H", "H", "H", "H", "H", "H", "H", "H", "H", "H", "H", "H", "H", "H", "H", "H", "H", "H", "H", "H", "H", "H", "H", "H", "H", "H", "H", "C", "C", "C", "C", "C", "C", "H", "H", "H", "H", "H", "H", "C", "C", "C", "C", "C", "C", "H", "H", "H", "H", "H", "H"], "positions_angstrom": [[3.53035, 0.94084, 2.01787], [3.53594, -0.52001, 1.55359], [2.56083, -0.77146, 0.54832], [1.44357, -1.52771, 0.97681], [0.53657, -0.75727, 1.92999], [-0.92933, -1.20900, 1.95158], [-1.59971, -1.32995, 0.58003], [-1.54014, -0.07790, -0.30377], [-1.75636, 1.24712, 0.41348], [-1.54126, 2.32404, -0.47559], [-0.22617, 2.84763, -0.41565], [0.00748, 3.69999, 0.82293], [-1.01510, 4.81835, 0.96153], [-0.36394, 6.01106, 1.29265], [-3.14883, 1.36756, 0.99631], [-4.12496, 1.37800, -0.00651], [-5.18203, 0.44456, 0.14576], [-6.09629, 0.56788, -1.05302], [-3.15423, 2.56152, 1.73361], [-4.25782, 2.79070, 2.58050], [-4.39163, 1.75766, 3.69003], [-3.14715, 1.40904, 4.47259], [-2.97159, 0.37309, 5.00588], [-1.62627, 2.92951, 4.66623], [3.40233, 1.02776, 3.09723], [2.70733, 1.46920, 1.53525], [4.45277, 1.45208, 1.74263], [3.37107, -1.19517, 2.39991], [4.50598, -0.78365, 1.12542], [1.79104, -2.46377, 1.43689], [0.91556, -1.79012, 0.05826], [0.92551, -0.83230, 2.94996], [0.60609, 0.29996, 1.65880], [-1.47415, -0.50155, 2.58626], [-1.00733, -2.17513, 2.45863], [-2.63644, -1.65353, 0.71629], [-1.11858, -2.14412, 0.03134], [-2.28878, -0.13443, -1.09843], [-0.56492, -0.02786, -0.79805], [-1.07251, 1.33499, 1.26348], [0.51638, 2.03794, -0.46362], [-0.10625, 3.45504, -1.31477], [0.01971, 3.08107, 1.72402], [0.99718, 4.15863, 0.74240], [-1.54659, 4.98952, 0.02401], [-1.73766, 4.62138, 1.75132], [-3.32546, 0.50399, 1.65808], [-4.78308, -0.57523, 0.22358], [-5.74274, 0.64177, 1.07004], [-5.50193, 0.63349, -1.96436], [-6.74062, -0.30964, -1.12400], [-6.72670, 1.45406, -0.98537], [-5.18976, 2.81522, 2.00459], [-4.10456, 3.78402, 3.00077], [-4.75999, 0.80149, 3.31132], [-5.12949, 2.10696, 4.41974], [2.23440, -5.61598, -1.85509], [2.18493, -4.39972, -1.18709], [3.33059, -3.62600, -1.05968], [4.52860, -4.07495, -1.60022], [4.58055, -5.29131, -2.26618], [3.43278, -6.06218, -2.39448], [1.33891, -6.21591, -1.95549], [1.24740, -4.05359, -0.76876], [3.29205, -2.67096, -0.54808], [5.42103, -3.46869, -1.50977], [5.51478, -5.63746, -2.68947], [3.47249, -7.01047, -2.91500], [2.91057, -1.27459, -3.69614], [2.70080, -0.28684, -2.74219], [2.80619, 1.05138, -3.09736], [3.11981, 1.40264, -4.40339], [3.33257, 0.41439, -5.35517], [3.22951, -0.92407, -5.00103], [2.83129, -2.31751, -3.41654], [2.47035, -0.55675, -1.71795], [2.64710, 1.82166, -2.35257], [3.20121, 2.44636, -4.67940], [3.57916, 0.68807, -6.37323], [3.39762, -1.69490, -5.74254]], "forces_ev_per_angstrom": [[0.00, 0.02, -0.04], [0.05, -0.01, 0.12], [0.07, 0.00, 0.04], [-0.03, -0.06, 0.04], [-0.01, 0.04, 0.07], [0.10, -0.01, 0.04], [0.02, -0.03, -0.04], [0.03, 0.03, -0.02], [0.15, -0.04, -0.04], [-0.06, 0.00, -0.05], [0.10, -0.03, 0.04], [0.02, 0.01, -0.01], [0.00, -0.02, -0.01], [0.07, 0.12, 0.06], [-0.23, -0.02, 0.10], [0.00, 0.13, -0.01], [-0.10, -0.08, 0.05], [-0.02, -0.08, -0.01], [0.06, -0.05, 0.01], [-0.07, -0.03, -0.08], [-0.11, 0.00, -0.08], [-0.09, 0.24, -0.11], [0.07, -0.43, 0.14], [0.08, 0.18, 0.07], [0.00, 0.01, -0.02], [0.01, -0.01, 0.03], [-0.02, 0.00, 0.02], [-0.02, 0.00, -0.04], [-0.03, 0.03, -0.02], [-0.09, -0.01, -0.03], [0.01, 0.04, 0.02], [0.03, 0.08, -0.03], [-0.04, -0.06, -0.07], [-0.02, -0.08, -0.01], [0.01, 0.00, -0.02], [0.02, 0.08, 0.08], [-0.13, -0.04, -0.02], [0.08, -0.07, -0.03], [-0.01, 0.06, 0.02], [-0.08, -0.02, 0.01], [-0.03, 0.01, -0.02], [-0.04, -0.01, 0.01], [0.01, 0.03, 0.00], [-0.02, -0.01, -0.01], [-0.01, -0.01, 0.00], [-0.01, -0.04, -0.07], [0.02, 0.04, -0.02], [0.05, 0.05, -0.06], [0.04, -0.01, 0.01], [0.00, -0.03, 0.01], [-0.03, 0.04, 0.02], [0.06, 0.03, -0.02], [0.01, 0.01, 0.03], [0.04, -0.01, 0.00], [-0.03, 0.01, 0.05], [0.05, 0.01, 0.01], [0.00, 0.00, -0.01], [-0.02, 0.00, 0.00], [0.04, 0.00, 0.06], [0.00, 0.00, -0.01], [0.00, 0.01, -0.01], [0.00, 0.00, 0.00], [0.00, 0.00, 0.00], [0.01, -0.01, 0.00], [0.00, -0.04, -0.06], [0.00, 0.00, 0.00], [0.00, 0.00, 0.00], [0.00, 0.00, 0.00], [-0.01, 0.00, -0.01], [-0.02, -0.05, 0.03], [0.00, 0.00, -0.01], [0.00, 0.00, 0.00], [0.00, 0.00, 0.00], [-0.02, 0.01, 0.00], [0.01, 0.00, -0.02], [0.03, 0.03, -0.05], [0.00, 0.00, 0.01], [0.00, 0.00, 0.00], [0.00, 0.00, 0.00], [0.00, 0.00, 0.00]]}

=====

{"formula": "C29H44N2O34S7", "method": "ωB97M-V/def2-TZVPD", "total_energy_ha": -6586.11740, "gap_ev": 7.74, "e_lumo_ev": -1.20, "smiles": "CC[C@@]1(OC#N)OC(=O)O[C@]1(CCc1ccccc1)CON=O.O=S1(=O)OCCO1.O=S1(=O)OCCO1.O=S1(=O)OCCO1.O=S1(=O)OCCO1.O=S1(=O)OCCO1.O=S1(=O)OCCO1.O=S1(=O)OCCO1", "symbols": ["C", "C", "C", "O", "C", "N", "O", "C", "O", "O", "C", "C", "C", "C", "C", "C", "C", "C", "C", "C", "O", "N", "O", "H", "H", "H", "H", "H", "H", "H", "H", "H", "H", "H", "H", "H", "H", "H", "H", "C", "C", "O", "S", "O", "O", "O", "H", "H", "H", "H", "C", "C", "O", "S", "O", "O", "O", "H", "H", "H", "H", "C", "C", "O", "S", "O", "O", "O", "H", "H", "H", "H", "C", "C", "O", "S", "O", "O", "O", "H", "H", "H", "H", "C", "C", "O", "S", "O", "O", "O", "H", "H", "H", "H", "C", "C", "O", "S", "O", "O", "O", "H", "H", "H", "H", "C", "C", "O", "S", "O", "O", "O", "H", "H", "H", "H"], "positions_angstrom": [[3.12578, 2.96210, 0.86236], [3.77152, 2.35170, -0.41096], [3.67884, 0.82964, -0.49146], [4.88186, 0.10723, -0.83969], [5.90552, 0.50615, -0.14704], [6.87289, 0.77736, 0.43543], [3.26255, 0.17770, 0.72024], [3.14789, -1.14408, 0.26462], [3.52061, -2.13812, 0.80107], [2.53041, -1.05448, -0.95115], [2.46505, 0.32673, -1.33570], [1.08944, 0.95925, -0.97820], [0.32843, 0.22140, 0.14754], [-1.06568, 0.84073, 0.24285], [-2.13481, 0.24934, -0.40156], [-3.37918, 0.84192, -0.33276], [-3.48720, 2.04325, 0.38858], [-2.42597, 2.62350, 1.04465], [-1.17712, 2.00969, 0.96688], [2.57097, 0.54969, -2.85453], [3.91188, 0.41962, -3.34179], [3.84340, 0.22959, -4.76165], [3.55000, 1.20804, -5.31457], [3.85616, 3.17616, 1.64624], [2.64377, 3.90951, 0.53784], [2.31158, 2.34863, 1.26063], [3.17631, 2.73052, -1.25297], [4.78232, 2.74726, -0.55912], [0.47598, 0.87309, -1.88915], [1.13256, 2.02803, -0.74607], [0.20296, -0.85100, -0.04146], [0.85346, 0.36093, 1.10046], [-1.92436, -0.66822, -0.95075], [-4.19918, 0.35573, -0.85334], [-4.45237, 2.54374, 0.43641], [-2.49984, 3.55718, 1.59642], [-0.30010, 2.43695, 1.45139], [1.89701, -0.17828, -3.33403], [2.16134, 1.55104, -3.04712], [-2.83771, 1.83322, 5.47395], [-2.28543, 0.60984, 6.17406], [-2.54342, -0.46914, 5.27169], [-2.45895, 0.06784, 3.75609], [-1.16806, -0.22841, 3.24905], [-3.64676, -0.30702, 3.08460], [-2.52220, 1.64064, 4.09182], [-3.92412, 1.89066, 5.57198], [-2.39260, 2.75573, 5.83890], [-2.76158, 0.42724, 7.13384], [-1.20430, 0.68588, 6.31357], [-8.36695, 3.53153, -2.11195], [-7.62573, 4.08449, -0.91236], [-6.37396, 3.38724, -0.89912], [-5.94562, 3.04740, -2.41127], [-5.04176, 4.04477, -2.85559], [-5.65790, 1.66504, -2.50034], [-7.35964, 3.34613, -3.11442], [-8.81292, 2.55914, -1.89203], [-9.13739, 4.20992, -2.46974], [-8.15939, 3.92677, 0.02115], [-7.41746, 5.14979, -1.03687], [1.48068, -5.79895, 1.08652], [1.47984, -4.47661, 0.35365], [0.16698, -4.38662, -0.22632], [-0.89217, -5.11002, 0.73093], [-1.52521, -4.12720, 1.53345], [-1.62655, -6.04952, -0.03956], [0.16284, -5.90639, 1.65018], [1.62710, -6.63561, 0.39969], [2.23464, -5.83777, 1.86856], [2.24208, -4.42374, -0.41800], [1.60467, -3.64137, 1.04163], [7.10521, 2.04553, -3.36138], [8.17229, 1.61033, -4.34088], [8.45974, 2.78834, -5.10432], [8.27793, 4.08619, -4.17294], [9.54713, 4.47744, -3.68093], [7.41015, 4.99203, -4.83342], [7.47199, 3.37460, -2.97699], [6.12358, 2.08730, -3.83926], [7.05444, 1.39688, -2.48982], [7.84036, 0.80396, -4.98954], [9.08609, 1.30756, -3.82469], [-4.28905, -3.82844, 0.57459], [-3.73314, -4.17390, -0.78977], [-4.89008, -4.33438, -1.62330], [-6.04890, -3.33727, -1.12264], [-6.01672, -2.17037, -1.92824], [-7.23162, -4.09159, -0.92126], [-5.41153, -2.97768, 0.30702], [-4.65048, -4.71874, 1.09370], [-3.56322, -3.31472, 1.20062], [-3.13864, -5.08431, -0.78015], [-3.13505, -3.35302, -1.19402], [3.08312, 7.12275, -2.38761], [3.82730, 7.67168, -1.18904], [2.80679, 8.23494, -0.35668], [1.45370, 7.38299, -0.51829], [1.37711, 6.45566, 0.55189], [0.39863, 8.27157, -0.83228], [1.87001, 6.58084, -1.84976], [2.82083, 7.91573, -3.09072], [3.64620, 6.35118, -2.90724], [4.55846, 8.42773, -1.46174], [4.32148, 6.87436, -0.62839], [-0.65197, -9.10239, 3.38227], [-1.98566, -8.94982, 2.68528], [-2.84888, -9.88233, 3.34471], [-2.41888, -10.00470, 4.88947], [-3.25584, -9.16277, 5.66309], [-2.23418, -11.37533, 5.19461], [-0.97834, -9.29864, 4.76158], [-0.11728, -9.98708, 3.02834], [-0.02042, -8.22569, 3.26157], [-1.92793, -9.16874, 1.62233], [-2.39546, -7.94708, 2.82761]], "forces_ev_per_angstrom": [[-0.30, 0.61, -0.60], [-0.47, 0.18, 0.31], [-2.12, 0.41, 0.55], [0.34, 0.98, -0.46], [1.11, -0.18, 0.48], [-1.02, -0.11, -0.65], [1.43, -0.86, 0.36], [-0.61, 0.64, -0.22], [-0.60, 0.87, -0.23], [0.14, -0.92, 0.00], [1.00, 0.70, -0.84], [-0.19, -1.11, 0.28], [-0.59, 0.57, 0.00], [1.66, -0.37, 0.34], [0.26, -0.04, 0.01], [0.25, 0.22, 0.14], [-1.31, -0.19, -0.36], [0.97, 0.04, 0.01], [-0.59, 0.26, -0.09], [-0.09, -0.28, 0.63], [-0.48, -0.23, 0.45], [0.31, 0.21, -0.67], [-0.08, -0.18, 0.03], [-0.16, -0.17, -0.11], [0.42, -0.37, 0.45], [0.33, -0.03, -0.02], [0.32, -0.19, 0.00], [-0.04, -0.39, 0.13], [0.08, 0.08, 0.24], [0.25, -0.19, -0.06], [0.32, 0.20, -0.11], [-0.19, -0.17, -0.16], [-0.38, 0.08, 0.03], [-0.14, 0.41, 0.22], [0.11, -0.18, -0.01], [-0.32, -0.16, -0.12], [-0.19, -0.06, 0.00], [0.27, 0.09, 0.03], [0.30, -0.15, -0.09], [-0.45, 0.02, 0.23], [0.49, 0.18, 0.12], [-0.34, 0.22, -0.24], [-0.03, 0.26, 0.39], [0.00, -0.06, -0.18], [0.09, -0.23, -0.13], [0.32, -0.34, 0.13], [0.02, 0.00, 0.04], [0.10, 0.01, -0.22], [-0.11, -0.21, -0.12], [-0.02, 0.05, 0.04], [-0.28, -0.41, 0.21], [-0.04, 0.56, -0.10], [-0.33, -0.37, -0.29], [-0.19, 0.34, -0.07], [0.23, -0.14, -0.13], [0.15, 0.00, 0.03], [0.15, 0.18, 0.39], [-0.01, 0.03, 0.03], [0.15, 0.03, -0.20], [0.18, -0.18, 0.05], [-0.05, 0.00, 0.02], [0.26, -0.28, -0.42], [0.23, 0.32, 0.47], [-0.34, -0.58, 0.01], [1.38, 0.13, 0.17], [-0.21, -0.27, 0.01], [0.09, -0.20, 0.20], [-0.27, 0.37, -0.11], [0.00, 0.01, 0.01], [-0.21, 0.03, 0.17], [-0.20, 0.04, -0.16], [0.06, -0.03, -0.02], [-0.49, -0.26, -0.23], [0.38, -0.21, 0.38], [-0.42, 0.27, 0.12], [-0.04, -0.53, 0.04], [-0.05, 0.25, 0.03], [0.10, 0.15, -0.07], [0.39, -0.01, -0.17], [0.01, -0.03, 0.02], [0.11, 0.21, 0.13], [0.00, 0.19, -0.20], [-0.04, -0.04, 0.02], [0.08, -0.25, 0.27], [0.23, 0.26, -0.10], [-0.43, 0.02, 0.34], [0.75, -0.17, 0.36], [-0.31, 0.12, -0.01], [-0.20, 0.05, -0.25], [-0.06, 0.08, -0.54], [0.03, -0.04, -0.01], [-0.34, 0.18, -0.11], [-0.59, 0.18, -0.28], [0.03, 0.07, 0.04], [0.08, 0.39, -0.33], [0.28, -0.44, 0.12], [-0.34, 0.02, -0.36], [0.49, 0.10, -0.33], [-0.25, -0.14, 0.04], [-0.13, 0.02, 0.24], [0.17, -0.05, 0.45], [0.03, -0.01, 0.00], [-0.17, -0.14, 0.07], [-0.16, 0.17, 0.12], [0.04, 0.01, -0.05], [0.25, -0.33, -0.31], [-0.07, 0.56, -0.03], [0.39, -0.27, 0.21], [0.14, 0.22, -0.36], [0.02, -0.10, 0.21], [-0.17, -0.05, 0.08], [-0.40, 0.12, -0.06], [-0.01, 0.02, -0.03], [-0.06, 0.06, 0.24], [-0.15, -0.19, 0.05], [0.05, 0.02, -0.04]]}

=====

What is the formula in the first record? C29H44FIO5